The following is a DFT calculation (the ωB97M-V functional and the def2-TZVPD basis) of a 7-piece molecular cluster, FH12O6 overall at a distorted geometry.

```
19
Properties=species:S:1:pos:R:3:forces:R:3
F -7.182000 15.494000 -7.471000 0.14 -0.13 0.05
O -5.201000 16.847000 -6.582000 0.96 0.21 -0.48
H -5.944000 16.323000 -6.946000 0.18 0.16 0.07
H -4.555000 16.905000 -7.314000 -0.65 -0.08 0.59
O -8.586000 17.520000 -8.298000 -0.41 0.53 -0.58
H -8.657000 18.251000 -7.669000 0.34 -0.82 0.09
H -8.119000 16.740000 -7.934000 -0.16 0.80 0.29
O -6.695000 13.053000 -6.602000 1.19 -3.80 0.79
H -6.872000 13.928000 -6.806000 -0.31 3.01 -0.73
H -5.737000 12.910000 -6.675000 -0.63 0.39 0.06
O -9.152000 14.160000 -8.455000 -0.12 -0.07 0.27
H -8.363000 14.622000 -8.093000 -0.57 -0.22 -0.25
H -8.894000 13.901000 -9.337000 0.08 -0.02 -0.28
O -6.069000 15.017000 -9.731000 0.32 -0.40 -0.59
H -6.521000 15.272000 -8.912000 -0.06 0.26 0.21
H -6.016000 14.060000 -9.644000 0.07 0.01 -0.07
O -8.547000 15.848000 -5.325000 0.20 -0.07 -0.07
H -9.296000 15.264000 -5.468000 -0.02 -0.02 -0.07
H -7.959000 15.678000 -6.104000 -0.55 0.23 0.72
```
Positions in Å, forces in eV/Å.

energy above the lowest of the compared OMol25 structures with the same formula, charge and spin = 42.0 kJ/mol
gap between HOMO and LUMO = 10.580 eV
charge = -1
HOMO = -0.2543 Ha
F_max = 0.0789 hartree/bohr
total energy = -558.60859 hartree

The following is a DFT calculation (the ωB97M-V functional and the def2-TZVPD basis) of a 3-piece molecular cluster, C15H36B3BrO6 overall at a distorted geometry.

```
61
Properties=species:S:1:pos:R:3:forces:R:3
C 4.290620 -2.564929 1.245262 -0.07 0.49 -0.68
C 4.252359 -1.119011 0.737177 0.07 -0.75 0.76
C 2.895808 -0.743695 0.235750 0.56 0.49 -0.76
O 2.640389 -1.447838 -0.995195 0.04 0.13 0.29
B 1.425501 -2.027153 -1.078831 0.16 -0.57 -1.10
O 1.337535 -3.415560 -0.995893 0.13 0.53 0.51
B 0.447768 -3.779619 -0.018380 -0.42 -1.46 0.15
C 0.653771 -5.132273 0.748824 -0.02 0.38 -0.51
O -0.638444 -2.976111 0.302238 0.63 0.39 -0.01
B -0.708996 -1.731172 -0.290960 -1.17 0.29 -0.14
C -1.930721 -0.794945 0.058235 0.49 -0.21 0.05
C -1.649265 0.395184 0.965985 -0.49 -0.29 0.07
C -1.428230 0.021005 2.409649 0.40 0.66 0.07
Br -0.176255 1.530377 0.369617 0.03 0.08 -0.10
O 0.233930 -1.342233 -1.202815 0.37 0.37 0.61
H 5.152650 -2.720335 1.874440 0.20 -0.22 0.25
H 3.374638 -2.766262 1.790346 -0.07 -0.19 0.33
H 4.332407 -3.241743 0.399987 0.00 -0.27 -0.07
H 4.997761 -0.965343 -0.031929 0.17 0.15 -0.22
H 4.482852 -0.472571 1.578018 0.09 0.35 0.09
H 2.153160 -0.962877 0.998406 -0.34 -0.03 0.08
H 2.888613 0.315898 0.020109 -0.33 0.35 -0.02
H 1.558951 -5.602359 0.396959 0.37 -0.19 0.08
H -0.158297 -5.828248 0.567351 -0.30 -0.06 0.14
H 0.721224 -4.928896 1.811882 -0.03 -0.14 0.28
H -2.643747 -1.406577 0.600538 -0.32 -0.12 0.09
H -2.418892 -0.456044 -0.847391 0.00 0.13 -0.34
H -2.513695 1.037529 0.932503 -0.18 0.41 -0.13
H -2.249368 -0.568732 2.793430 -0.12 -0.39 -0.01
H -1.401440 0.936268 2.988080 0.05 0.20 0.28
H -0.467270 -0.460141 2.551635 0.06 -0.41 0.08
C -3.287210 5.027972 6.262954 -0.09 -0.01 -0.09
C -2.143885 4.390795 5.491686 0.04 0.08 0.06
O -2.560711 3.538593 4.440522 0.03 -0.16 -0.02
C -3.334593 4.141337 3.419033 -0.06 0.07 -0.08
C -2.627803 5.267969 2.684139 0.10 0.01 0.09
H -3.959470 4.261711 6.651204 0.02 -0.01 0.02
H -2.896850 5.606943 7.100331 0.02 -0.01 0.01
H -3.875738 5.702397 5.639605 0.03 0.05 0.01
H -1.563407 3.756948 6.162297 0.00 -0.06 -0.05
H -1.458482 5.157698 5.113528 -0.04 0.04 -0.01
H -4.296126 4.484091 3.818065 0.02 0.04 0.01
H -3.557154 3.337521 2.716117 0.02 -0.05 0.04
H -2.420190 6.118309 3.335215 -0.05 0.01 0.00
H -3.249829 5.625234 1.862983 -0.01 -0.02 -0.01
H -1.678203 4.917883 2.277157 -0.01 -0.01 -0.03
C 0.692758 -1.352239 -7.708285 -0.06 -0.07 0.08
C 1.103843 -0.263276 -6.731536 0.08 -0.01 -0.06
O 0.263685 -0.156640 -5.597910 -0.08 0.11 0.03
C 0.179769 -1.305437 -4.774373 -0.02 -0.11 0.05
C 1.508301 -1.738285 -4.179190 0.08 0.12 -0.16
H -0.341310 -1.209835 -8.025045 0.01 0.02 -0.02
H 1.334709 -1.327005 -8.589416 0.00 0.02 -0.01
H 0.772259 -2.347363 -7.268683 0.06 -0.01 -0.02
H 1.044764 0.706953 -7.225299 -0.04 0.03 0.06
H 2.147636 -0.395416 -6.423884 0.00 -0.05 -0.01
H -0.286502 -2.134474 -5.320072 0.05 -0.02 -0.01
H -0.502687 -1.035958 -3.968446 -0.01 0.08 -0.02
H 2.216063 -2.059914 -4.944546 -0.01 -0.06 0.01
H 1.355530 -2.581692 -3.506224 -0.02 -0.08 -0.03
H 1.965513 -0.916413 -3.626957 -0.02 -0.01 0.03
```
Positions in Å, forces in eV/Å.

energy above the lowest of the compared OMol25 structures with the same formula, charge and spin = 0.0 kJ/mol
gap between HOMO and LUMO = 10.070 eV
HOMO = -0.3505 Ha
SMILES = CCCOB1OB(C)OB(C[C@@H](C)Br)O1.CCOCC.CCOCC
F_max = 0.0297 hartree/bohr
total energy = -3693.44595 hartree

The following is a DFT calculation (the ωB97M-V functional and the def2-TZVPD basis) of an isolated molecule of C5H3NO at a distorted geometry.

```
10
Properties=species:S:1:pos:R:3:forces:R:3
C 2.538456 0.545495 0.112057 -0.82 -0.55 -0.41
C 1.340383 0.447143 0.242877 0.29 0.02 0.00
C -0.023383 0.129101 0.196823 -0.32 0.10 0.13
C -0.583503 -1.180380 0.106234 -0.28 -0.07 0.07
N -1.873044 -1.131485 -0.059791 0.27 -0.15 0.01
O -2.198998 0.211739 -0.092187 -0.17 0.21 -0.06
C -1.094947 0.941119 0.036726 -0.06 0.01 0.12
H 3.140254 0.152987 -0.667163 1.38 0.38 0.03
H -0.065296 -2.132619 0.131151 -0.16 0.18 0.07
H -1.179922 2.016903 -0.006729 -0.13 -0.14 0.04
```
Positions in Å, forces in eV/Å.

energy above the lowest of the compared OMol25 structures with the same formula, charge and spin = 301.1 kJ/mol
gap between HOMO and LUMO = 10.037 eV
HOMO = -0.3518 Ha
SMILES = C#Cc1cnoc1
F_max = 0.0278 hartree/bohr
total energy = -322.17710 hartree

The following is a DFT calculation (the ωB97M-V functional and the def2-TZVPD basis) of C2H4F2O4 as an isolated structure at a distorted geometry.

```
12
Properties=species:S:1:pos:R:3:forces:R:3
C -1.400750 0.169550 0.579310 -0.06 2.11 1.97
C 0.670248 -0.504258 -0.310319 0.27 -0.75 0.56
O -0.104987 -0.419223 0.804211 -0.63 -0.73 -0.81
O 0.882052 0.638193 -1.039852 1.02 3.55 1.81
O 0.041265 -1.297638 -1.307047 -1.30 0.48 -0.06
O 1.682072 1.744691 0.095656 -0.80 -2.46 -3.20
F 0.853728 -2.321528 -1.753231 0.88 -0.36 0.05
F 0.882884 1.804615 1.168473 -0.38 0.60 0.98
H -1.193787 1.263365 0.964388 -1.29 -1.88 -1.26
H -2.165267 -0.290978 1.268343 1.07 0.23 -0.73
H -1.759744 0.094040 -0.455409 0.30 0.21 0.33
H 1.612287 -0.880830 -0.014524 0.91 -0.99 0.35
```
Positions in Å, forces in eV/Å.

energy above the lowest of the compared OMol25 structures with the same formula, charge and spin = 765.8 kJ/mol
gap between HOMO and LUMO (alpha / beta) = 8.979 / 8.977 eV
HOMO (alpha / beta) = -0.4081 / -0.4082 Ha
F_max = 0.0801 hartree/bohr
total energy = -578.87953 hartree

> What is the total energy in the third record?

-322.17710 hartree

> What is the formula in the third record?

C5H3NO

> Look up the energy above the lowest of the compared OMol25 structures with the same formula, charge and spin of the first one.

42.0 kJ/mol

> The lowest F_max belongs to which entry?

C5H3NO